Entry 1:
# C19H23N3O5S2

A single C19H23N3O5S2 molecule (ωB97M-V with the def2-TZVPD basis set, the Open Molecules 2025 dataset).

Cartesian coordinates (Å):
C -2.042 -0.043 2.896
O -3.072 -0.166 1.947
C -3.401 0.952 1.215
C -2.952 2.237 1.470
C -3.323 3.277 0.633
C -4.135 3.046 -0.460
C -4.612 1.769 -0.708
C -4.265 0.727 0.133
N -4.764 -0.567 -0.113
S -4.024 -1.415 -1.357
O -4.697 -2.680 -1.435
O -3.984 -0.583 -2.518
C -2.369 -1.690 -0.732
C -2.136 -2.833 0.002
C -0.872 -3.043 0.528
C 0.130 -2.108 0.329
O 1.395 -2.293 0.812
C -0.122 -0.928 -0.401
N 0.947 -0.067 -0.594
C 0.914 1.263 -0.875
S -0.403 2.249 -0.716
N 2.084 1.815 -1.280
C 3.292 1.124 -1.650
C 4.213 0.821 -0.451
C 5.612 0.363 -0.893
C 5.931 -0.762 0.090
C 4.541 -1.342 0.333
O 3.668 -0.227 0.346
C -1.391 -0.738 -0.939
H -1.133 0.363 2.442
H -1.849 -1.053 3.254
H -2.343 0.588 3.738
H -2.291 2.437 2.299
H -2.951 4.270 0.834
H -4.399 3.856 -1.122
H -5.239 1.554 -1.557
H -4.763 -1.144 0.717
H -2.932 -3.546 0.133
H -0.658 -3.939 1.096
H 1.434 -3.127 1.294
H 1.843 -0.428 -0.263
H 2.050 2.817 -1.386
H 3.034 0.181 -2.144
H 3.837 1.752 -2.358
H 4.264 1.714 0.185
H 6.335 1.173 -0.860
H 5.568 -0.028 -1.911
H 6.626 -1.495 -0.311
H 6.333 -0.355 1.017
H 4.434 -1.853 1.290
H 4.260 -2.032 -0.475
H -1.627 0.135 -1.524

Results
energy relative to the best compared isomer or geometry (same formula, charge and spin) = 2.2027 eV
E_HOMO = -7.92 eV
maximum force = 0.0175 Eh/bohr
net charge = 0
2S+1 = 1
SMILES = COc1ccccc1NS(=O)(=O)c1ccc(O)c(NC(=S)NC[C@@H]2CCCO2)c1
gap between HOMO and LUMO = 0.300 Eh



Entry 2:
# C19H23N5O2S

A single C19H23N5O2S molecule at a distorted geometry (ωB97M-V with the def2-TZVPD basis set, the Open Molecules 2025 dataset).

Cartesian coordinates (Å):
O -0.644 -0.352 0.916
C -0.442 0.546 0.114
C -1.497 0.930 -0.915
C -2.586 -0.139 -0.924
C -1.979 -1.434 -1.314
N -0.927 -1.610 -2.047
N -0.726 -2.937 -2.146
C -1.670 -3.515 -1.468
C -1.871 -4.926 -1.294
C -1.030 -5.912 -1.885
C -1.425 -7.169 -1.581
S -2.823 -7.187 -0.572
C -2.881 -5.478 -0.556
O -2.511 -2.605 -0.913
N 0.710 1.251 0.115
C 1.069 2.278 -0.838
C 2.153 1.761 -1.784
C 3.369 1.337 -0.967
C 2.951 0.290 0.063
C 1.802 0.780 0.956
C 2.251 1.823 1.988
C 1.171 2.135 3.031
N 0.036 2.821 2.473
C -1.244 2.355 2.398
C -1.964 3.327 1.764
N -1.157 4.375 1.454
C 0.026 4.044 1.892
H -1.919 1.903 -0.657
H -1.047 0.970 -1.906
H -3.374 0.125 -1.634
H -3.029 -0.251 0.067
H -0.187 -5.657 -2.498
H -0.987 -8.098 -1.884
H -3.648 -4.969 -0.008
H 0.191 2.606 -1.388
H 1.447 3.148 -0.291
H 2.420 2.542 -2.497
H 1.766 0.903 -2.337
H 4.135 0.917 -1.622
H 3.800 2.207 -0.468
H 3.800 0.006 0.686
H 2.606 -0.601 -0.466
H 1.401 -0.081 1.505
H 2.558 2.747 1.499
H 3.119 1.422 2.514
H 0.813 1.204 3.477
H 1.608 2.756 3.822
H -1.522 1.394 2.777
H -3.007 3.344 1.521
H 0.895 4.670 1.826

Results
energy relative to the best compared isomer or geometry (same formula, charge and spin) = 0.8762 eV
E_HOMO = -8.54 eV
maximum force = 0.0311 Eh/bohr
net charge = 0
2S+1 = 1
SMILES = O=C(CCc1nnc(-c2ccsc2)o1)N1CCCC[C@H]1CCn1ccnc1
gap between HOMO and LUMO = 0.342 Eh



Entry 3:
# C19H23N5O4PdS2

C19H23N5O4PdS2 as an isolated structure (ωB97M-V with the def2-TZVPD basis set, the Open Molecules 2025 dataset).

Cartesian coordinates (Å):
Pd -0.458 -1.042 0.379
O 1.770 -1.048 0.271
N 2.308 -1.763 1.213
C 3.403 -1.313 1.840
C 4.029 -2.114 2.776
C 3.538 -3.385 3.072
C 2.403 -3.831 2.433
C 1.759 -3.000 1.506
S 0.306 -3.373 0.728
H 3.713 -0.318 1.560
H 4.911 -1.732 3.272
H 4.032 -4.009 3.804
H 1.975 -4.803 2.636
N 2.762 4.254 -4.512
C 2.369 3.772 -3.348
C 1.642 4.608 -2.440
C 1.267 4.115 -1.230
C 1.612 2.791 -0.891
C 2.303 1.939 -1.782
C 2.679 2.415 -2.997
S 1.223 2.186 0.732
O 0.694 3.289 1.460
O 2.408 1.522 1.176
N 0.091 1.059 0.466
C -1.198 1.450 0.199
N -2.082 0.497 0.536
C -3.379 0.749 0.356
C -3.809 1.957 -0.132
C -2.815 2.857 -0.515
N -1.517 2.606 -0.384
H 2.569 5.210 -4.775
H 3.291 3.692 -5.164
H 1.411 5.629 -2.722
H 0.728 4.717 -0.512
H 2.540 0.928 -1.475
H 3.224 1.794 -3.698
H -4.071 -0.036 0.639
H -4.859 2.185 -0.234
H -3.074 3.808 -0.967
C -2.280 -2.302 2.870
C -2.963 -2.850 1.644
O -2.341 -2.346 0.445
C -2.979 -2.832 -0.751
C -2.340 -2.221 -1.968
H -2.886 -2.531 3.747
H -2.176 -1.220 2.810
H -1.298 -2.752 3.024
H -4.014 -2.553 1.621
H -2.919 -3.941 1.615
H -4.037 -2.567 -0.694
H -2.901 -3.921 -0.767
H -2.463 -1.138 -1.980
H -2.819 -2.621 -2.861
H -1.280 -2.470 -2.030

Results
energy relative to the best compared isomer or geometry (same formula, charge and spin) = 1.4418 eV
E_HOMO (alpha / beta) = -14.30 / -14.31 eV
maximum force = 0.0172 Eh/bohr
net charge = +2
2S+1 = 5
gap between HOMO and LUMO (alpha / beta) = 0.323 / 0.201 Eh



Entry 4:
# C19H23N5O4S

C19H23N5O4S as an isolated structure at a distorted geometry (ωB97M-V with the def2-TZVPD basis set, the Open Molecules 2025 dataset).

Cartesian coordinates (Å):
C 1.383 2.681 1.602
C 0.999 1.314 1.135
N -0.201 1.330 0.580
C -0.719 -0.002 0.200
N -1.969 -0.276 -0.513
C -2.468 -1.376 -0.889
O -3.513 -1.476 -1.434
N -1.637 -2.377 -0.849
C -0.459 -2.377 -0.149
O 0.274 -3.468 0.107
C -0.031 -0.903 0.414
C 1.195 -0.811 0.860
N 1.707 0.130 1.224
S 2.364 -2.185 1.184
C 3.896 -1.492 1.566
C 4.493 -0.926 0.578
O 5.338 -1.695 -0.209
N 4.180 0.343 0.309
H 3.576 0.870 0.750
C 4.260 1.010 -0.991
C 2.893 0.880 -1.837
C 2.114 -0.088 -2.062
C 0.953 0.431 -2.530
C 0.921 1.697 -2.131
O 2.172 2.170 -2.031
H 0.334 2.442 -2.429
H 0.154 -0.423 -3.007
H 2.616 -1.032 -2.326
H 4.533 1.969 -0.938
H 5.055 0.335 -1.597
H 3.690 -0.621 2.402
H 4.475 -2.314 1.972
C -2.029 -3.631 -1.249
H -2.026 -4.554 -0.509
H -3.114 -3.622 -1.620
H -1.367 -3.768 -2.053
C -2.837 1.067 -0.663
H -2.220 1.956 -0.301
H -3.453 0.972 -1.396
C -3.950 1.360 0.785
C -4.662 -0.060 1.019
H -5.651 0.298 1.838
H -4.270 -0.889 1.230
H -5.271 -0.384 -0.054
C -3.203 1.595 1.921
H -3.657 1.698 2.767
H -2.347 2.272 1.913
H -2.377 0.529 2.350
H -4.429 2.189 0.332
H 0.359 3.381 1.827
H 1.867 3.170 0.612
H 2.058 2.660 2.292

Results
energy relative to the best compared isomer or geometry (same formula, charge and spin) = 19.8699 eV
E_HOMO = -8.88 eV
maximum force = 0.3870 Eh/bohr
net charge = 0
2S+1 = 1
gap between HOMO and LUMO = 0.327 Eh



Entry 5:
# C19H23NO2

A single C19H23NO2 molecule (ωB97M-V with the def2-TZVPD basis set, the Open Molecules 2025 dataset).

Cartesian coordinates (Å):
C 2.971 -1.227 3.424
C 2.299 -2.598 3.399
O 2.560 -3.315 2.212
C 1.912 -2.982 1.064
C 0.908 -2.039 0.943
C 0.290 -1.794 -0.282
C -0.761 -0.725 -0.379
N -0.118 0.578 -0.393
C -0.819 1.733 -0.673
C -0.115 2.878 -1.060
C -0.761 4.079 -1.290
C -2.132 4.147 -1.133
C -2.842 3.014 -0.750
C -2.208 1.812 -0.521
C -4.308 3.321 -0.661
C -4.345 4.857 -0.626
C -3.059 5.309 -1.337
C 0.698 -2.501 -1.395
C 1.703 -3.454 -1.295
C 2.317 -3.706 -0.082
O 3.309 -4.618 0.123
C 3.749 -5.381 -0.971
H 4.042 -1.342 3.275
H 2.796 -0.751 4.384
H 2.581 -0.587 2.636
H 1.219 -2.506 3.570
H 2.718 -3.227 4.189
H 0.577 -1.471 1.799
H -1.370 -0.879 -1.283
H -1.424 -0.774 0.492
H 0.819 0.560 -0.770
H 0.958 2.814 -1.178
H -0.195 4.949 -1.590
H -2.780 0.946 -0.224
H -4.781 2.873 0.213
H -4.818 2.940 -1.551
H -5.242 5.262 -1.093
H -4.320 5.194 0.412
H -2.664 6.241 -0.929
H -3.237 5.461 -2.406
H 0.235 -2.319 -2.354
H 1.998 -3.995 -2.181
H 4.525 -6.036 -0.578
H 2.940 -5.990 -1.390
H 4.173 -4.751 -1.760

Results
energy relative to the best compared isomer or geometry (same formula, charge and spin) = 1.6913 eV
E_HOMO = -7.43 eV
maximum force = 0.0094 Eh/bohr
net charge = 0
2S+1 = 1
SMILES = CCOc1cc(CNc2ccc3c(c2)CCC3)ccc1OC
gap between HOMO and LUMO = 0.304 Eh